C2H5N3S | ωB97M-V with the def2-TZVPD basis set

ORCA input file:
```
! wB97M-V def2-TZVPD RIJCOSX def2/J DEFGRID3
* xyz 0 1
N -0.54 -1.43 1.03
N 0.59 -2.18 -0.91
C 0.07 -1.19 -0.03
H -0.20 3.17 -0.14
S 0.30 0.47 -0.68
H -0.90 -0.56 1.47
C -0.50 2.57 0.66
H 1.53 -1.92 -1.21
N -0.40 1.27 0.69
H -0.83 2.99 1.67
H 0.58 -3.10 -0.39
*
```

SMILES string = [H]/N=C(/N)SN=C
HOMO level = -9.12 eV

=====

C2H5N3S2 | ωB97M-V with the def2-TZVPD basis set

ORCA input file:
```
! wB97M-V def2-TZVPD RIJCOSX def2/J DEFGRID3
* xyz 0 1
H -0.34 -1.42 2.22
N 0.81 0.90 0.43
C 0.09 0.09 1.20
S -1.38 -0.39 -1.51
H -2.53 -0.35 -2.27
H 1.94 -0.67 -1.75
C -1.42 0.26 0.97
H -1.94 0.44 1.86
N 0.45 -1.05 1.77
S 2.41 0.28 -0.24
N -2.08 0.09 -0.08
H 0.19 2.02 0.25
*
```

HOMO level = -9.07 eV

=====

Relative energy (zero: lowest compared OMol25 entry of this formula, charge and spin) (computed, eV): 1.673, 5.948